Entry 1:
{
  "formula": "C27H27BCl2N3O4S",
  "method": "the ωB97M-V functional and the def2-TZVPD basis",
  "charge": -1,
  "e_above_lowest_ev": 44.720,
  "largest_force_ev_per_a": 6.21,
  "lumo_energy_ev": -2.283,
  "species": ["N", "C", "C", "C", "C", "N", "C", "O", "C", "Cl", "C", "Cl", "C", "O", "C", "C", "C", "C", "C", "B", "C", "C", "C", "C", "N", "C", "C", "C", "C", "O", "C", "C", "C", "C", "C", "C", "O", "S", "H", "H", "H", "H", "H", "H", "H", "H", "H", "H", "H", "H", "H", "H", "H", "H", "H", "H", "H", "H", "H", "H", "H", "H", "H", "H", "H"],
  "xyz": [[-1.6995, -3.6925, 4.3582], [-0.7148, -3.0221, 4.4336], [0.3752, -2.2358, 4.6963], [0.9343, -1.1847, 3.9189], [0.7875, -0.5893, 2.6566], [-2.3577, -0.3465, 4.5650], [2.1257, -1.1437, 4.8039], [3.8590, 1.5229, 3.6410], [3.9864, 0.3593, 4.2088], [5.6587, 0.2250, 4.6366], [4.1670, -4.2359, 4.6207], [5.9071, -4.1977, 4.5692], [1.5274, -2.1625, 5.6476], [3.1916, -4.8977, 4.5584], [-2.1303, -0.1982, -6.6000], [-1.6311, -0.1647, -5.4981], [-4.4555, 1.5241, -4.3067], [-4.0106, 1.4318, -3.1597], [-1.4765, -1.0034, -2.8967], [-0.7653, -1.1111, -1.6125], [-0.1461, 0.2806, -1.2119], [1.2281, 0.6039, -1.4291], [1.4498, 1.9455, -0.9768], [2.7519, 5.1663, 1.7906], [2.8723, 4.1474, 0.5948], [2.4806, 6.1629, 0.9252], [2.6170, 5.1234, -0.2652], [0.2269, 2.4531, -0.4909], [-0.7364, 1.4097, -0.5979], [-4.1079, 0.8165, 0.4554], [-1.2303, -2.1681, -0.5430], [-2.8328, -1.6409, 1.4474], [-4.9308, -2.9091, -1.5941], [-1.9298, -1.5115, 0.3482], [1.0005, -1.4665, 1.6145], [-0.7260, -3.5048, -0.7786], [0.7946, -2.6333, -1.6100], [-1.0430, 0.2207, -3.9610], [-2.5895, -0.1332, -7.5822], [0.1876, 1.1145, -8.1785], [-1.8437, -2.3338, -7.8037], [-4.8226, 1.5959, -5.2974], [-3.6825, 1.3677, -2.1532], [1.9458, -0.0971, -1.8351], [2.4128, 2.4742, -1.0024], [0.0770, 5.7008, -2.6389], [2.2353, 7.2056, 0.9395], [3.7594, 6.4184, -2.0801], [3.0030, 1.4324, 3.1725], [5.6045, 4.9511, -0.1489], [2.9811, 4.9650, 2.8404], [0.0566, 3.4474, -0.1154], [-1.7602, 1.4420, -0.2563], [-2.8548, -2.6842, 1.7861], [-2.4432, -1.0168, 2.2690], [-3.8457, -1.2668, 1.1861], [-4.0974, -3.6011, -1.4284], [-5.0279, -1.7995, -1.7431], [-2.1399, -1.7674, -3.2997], [1.0197, -2.5608, 1.6813], [1.0448, -1.0963, 0.6199], [0.4156, 0.4610, 2.6313], [-0.7074, -4.1987, 0.1425], [-1.0432, -3.9787, -1.7073], [1.0976, -3.4149, -0.9565]],
  "forces_ev_per_angstrom": [[3.31, 2.08, -0.08], [-4.43, -3.25, 0.13], [1.25, 3.02, -1.18], [1.36, -0.30, 1.90], [-0.97, -0.98, -2.47], [0.91, -0.59, 0.05], [-2.02, -3.13, -0.41], [-0.94, -1.30, -0.24], [1.01, 1.01, -0.24], [-0.22, -0.41, 0.42], [-3.27, 0.67, -0.08], [-0.21, -0.72, -0.05], [0.90, 0.75, 1.30], [3.14, 0.71, 0.09], [-0.47, -0.39, -1.33], [-0.22, 0.04, 0.84], [1.38, -0.33, 3.52], [-1.57, 0.34, -3.62], [-0.87, -0.92, -2.16], [-0.77, 2.32, 1.73], [1.33, -0.53, 0.47], [0.60, 1.81, 0.39], [2.06, -2.36, -1.70], [-0.46, 1.17, -2.74], [-0.24, 1.21, -2.07], [-0.18, -0.82, 1.19], [1.58, -1.03, 3.16], [-2.56, -0.84, 0.39], [0.07, 1.51, 0.51], [0.58, -0.30, -0.48], [-1.40, 1.62, 0.90], [-0.56, 1.23, 0.87], [-2.21, -0.24, -0.12], [0.51, -2.52, -1.89], [-0.92, 1.63, 1.39], [0.36, 1.01, -0.29], [-0.47, -5.17, 3.40], [0.66, -0.02, -0.38], [0.39, -0.04, 0.91], [-0.22, -0.33, 0.07], [0.29, 0.71, 0.25], [-0.04, 0.03, -0.16], [0.12, -0.03, 0.41], [0.09, 0.24, -0.03], [-0.71, -0.30, 0.00], [-0.01, -0.31, 0.15], [0.13, 0.37, 0.12], [-0.46, -1.31, 1.30], [-0.04, 0.80, 0.04], [-0.23, 0.25, -0.31], [-0.14, 0.09, -0.42], [0.02, 0.02, 0.11], [-0.18, 0.19, -0.15], [0.05, -0.13, -0.09], [-0.51, -0.15, 0.16], [0.59, -0.24, 0.24], [0.70, 1.28, -0.13], [1.52, -0.99, 0.26], [-0.27, 0.27, 0.09], [0.46, 0.48, 0.64], [-0.02, 0.42, -0.75], [0.86, -0.69, -0.57], [0.94, 0.94, -1.48], [0.02, 0.04, 0.27], [0.61, 2.46, -2.03]],
  "nbo_charge": [-0.24, 0.22, -0.20, 0.31, -0.38, -0.42, -0.07, -0.62, 0.36, 0.01, 0.48, 0.05, -0.06, -0.43, -0.15, -0.27, -0.27, -0.23, -0.64, 0.62, -0.23, -0.39, -0.15, -0.04, -0.57, -0.30, 0.30, -0.18, -0.36, -0.41, -0.44, -0.80, -0.26, 0.39, -0.28, -0.12, -0.79, 0.68, 0.27, -0.15, -0.12, 0.23, 0.26, 0.22, 0.25, -0.18, 0.21, -0.08, 0.53, -0.24, 0.21, 0.23, 0.24, 0.24, 0.30, 0.30, 0.11, 0.15, 0.24, 0.19, 0.24, 0.29, 0.23, 0.23, 0.47]
}


Entry 2:
{
  "formula": "C47H112N8O8",
  "method": "the ωB97M-V functional and the def2-TZVPD basis",
  "smiles": "CC1(C)CCCC(C)(C)N1O.CC1(C)CCCC(C)(C)N1O.CC1(C)CCCC(C)(C)N1O.COC[C@H](C)N.COC[C@H](C)N.COC[C@H](C)N.COC[C@H](C)N.COC[C@H](C)N",
  "e_above_lowest_ev": 2.501,
  "largest_force_ev_per_a": 2.67,
  "lumo_energy_ev": 0.552,
  "species": ["C", "C", "C", "O", "C", "N", "H", "H", "H", "H", "H", "H", "H", "H", "H", "H", "H", "C", "C", "C", "O", "C", "N", "H", "H", "H", "H", "H", "H", "H", "H", "H", "H", "H", "C", "C", "C", "O", "C", "N", "H", "H", "H", "H", "H", "H", "H", "H", "H", "H", "H", "C", "C", "C", "O", "C", "N", "H", "H", "H", "H", "H", "H", "H", "H", "H", "H", "H", "C", "C", "C", "O", "C", "N", "H", "H", "H", "H", "H", "H", "H", "H", "H", "H", "H", "C", "C", "C", "C", "C", "C", "N", "O", "C", "C", "C", "H", "H", "H", "H", "H", "H", "H", "H", "H", "H", "H", "H", "H", "H", "H", "H", "H", "H", "H", "C", "C", "C", "C", "C", "C", "N", "O", "C", "C", "C", "H", "H", "H", "H", "H", "H", "H", "H", "H", "H", "H", "H", "H", "H", "H", "H", "H", "H", "H", "C", "C", "C", "C", "C", "C", "N", "O", "C", "C", "C", "H", "H", "H", "H", "H", "H", "H", "H", "H", "H", "H", "H", "H", "H", "H", "H", "H", "H", "H"],
  "xyz": [[2.4530, -3.1271, 6.2079], [3.7578, -2.9930, 6.9861], [3.9450, -4.0523, 8.0650], [2.8844, -4.2033, 9.0132], [2.9659, -3.1767, 9.9995], [4.8506, -3.0010, 6.0115], [2.5705, -4.0775, 5.6775], [2.3278, -2.3371, 5.4715], [1.5829, -3.2019, 6.8564], [3.8625, -2.0410, 7.5158], [4.9169, -4.0902, 8.5670], [3.9165, -5.0401, 7.5829], [2.8038, -2.2314, 9.4679], [3.9707, -3.1078, 10.4309], [2.2435, -3.2487, 10.8075], [5.7733, -3.2599, 6.3406], [4.6840, -3.6346, 5.2374], [-2.2170, -4.6213, 1.2334], [-1.6907, -6.0178, 0.9793], [-1.6182, -6.8493, 2.2923], [-0.8916, -6.1208, 3.2582], [0.4971, -6.0003, 3.0316], [-2.6064, -6.6909, 0.0367], [-1.8386, -4.1112, 2.1261], [-3.2983, -4.5194, 1.1540], [-1.8536, -3.8766, 0.5128], [-0.6954, -5.9877, 0.5378], [-1.1183, -7.8000, 2.0804], [-2.6078, -7.0177, 2.7129], [0.6888, -5.3884, 2.1459], [0.8897, -7.0087, 2.8555], [0.9992, -5.5496, 3.8830], [-3.4201, -7.0357, 0.5302], [-2.9423, -6.0981, -0.7082], [-1.7287, 7.9034, 5.0615], [-2.2174, 6.5004, 4.7499], [-1.2563, 5.4084, 5.2376], [-0.1790, 5.1909, 4.3313], [0.4887, 3.9871, 4.4707], [-3.4794, 6.2489, 5.4587], [-1.4393, 7.9653, 6.1144], [-2.4226, 8.7340, 4.9308], [-0.8723, 8.1360, 4.4257], [-2.4005, 6.4031, 3.6807], [-1.7897, 4.4530, 5.3142], [-0.8437, 5.5681, 6.2422], [0.9328, 3.8304, 5.4687], [1.2434, 3.9050, 3.6950], [-0.1923, 3.1204, 4.4006], [-3.3498, 6.1441, 6.4593], [-3.9907, 5.4189, 5.1887], [5.0858, -4.9368, -4.4708], [3.6531, -4.3644, -4.6387], [2.9609, -4.8830, -5.8612], [3.4199, -4.3442, -7.1139], [2.9004, -3.0680, -7.4308], [2.9370, -4.8815, -3.4480], [5.8264, -4.7706, -5.2606], [5.0694, -6.0079, -4.2779], [5.5278, -4.3841, -3.6362], [3.6378, -3.2816, -4.5316], [1.8858, -4.6743, -5.8118], [3.1721, -5.9415, -6.0101], [2.9877, -2.4125, -6.5670], [1.8484, -3.2847, -7.6723], [3.2884, -2.6981, -8.3787], [2.6994, -5.8669, -3.5259], [3.5709, -4.8847, -2.6564], [2.0335, 3.2972, -2.3535], [0.5432, 3.6499, -2.5263], [0.2315, 4.8666, -1.6301], [0.5583, 4.4743, -0.3058], [0.3732, 5.5138, 0.6635], [0.3337, 4.0673, -3.9030], [2.2065, 2.9828, -1.3276], [2.5905, 4.2094, -2.5804], [2.4425, 2.5731, -3.0607], [-0.1578, 2.8380, -2.3012], [-0.8575, 4.9615, -1.7504], [0.8160, 5.7681, -1.8270], [0.6737, 6.4633, 0.2123], [1.0463, 5.2324, 1.4688], [-0.6755, 5.5633, 0.9635], [-0.5664, 4.5124, -4.0519], [0.3610, 3.2836, -4.5390], [1.2957, 1.6507, 2.2398], [1.9127, 0.3573, 1.7226], [1.8682, -0.6872, 2.8634], [1.8184, -2.1449, 2.4116], [0.8741, -2.4616, 1.2644], [1.0330, -1.4886, 0.1158], [0.9939, -0.0835, 0.6113], [1.1098, 0.8294, -0.4664], [2.2710, -1.7863, -0.7206], [-0.2537, -1.7168, -0.7163], [3.3568, 0.6064, 1.2581], [1.7186, 1.8370, 3.2263], [0.2179, 1.4688, 2.2906], [1.3702, 2.5369, 1.6062], [2.8814, -0.6008, 3.2727], [1.1810, -0.4878, 3.6832], [1.6411, -2.8144, 3.2662], [2.7870, -2.6377, 2.2324], [-0.0984, -2.5234, 1.7531], [1.1618, -3.4195, 0.8242], [2.5236, -1.0455, -1.4797], [3.1833, -1.7155, -0.1214], [2.1140, -2.7800, -1.1427], [-0.3987, -2.7823, -0.8936], [-1.1430, -1.3492, -0.2019], [-0.2013, -1.1864, -1.6700], [3.3591, 1.0783, 0.2816], [3.8853, -0.3510, 1.2743], [3.8302, 1.1361, 2.0879], [0.3166, 1.3607, -0.3210], [2.0976, -0.8013, -4.3696], [0.8512, -0.1904, -5.0440], [1.3511, 0.7335, -6.1784], [0.2088, 1.0875, -7.1099], [-0.4176, -0.1985, -7.7061], [-0.9301, -1.1489, -6.5884], [0.0873, -1.3220, -5.5709], [-0.2969, -2.2572, -4.5834], [-2.2931, -0.5977, -6.1082], [-1.1665, -2.4912, -7.3078], [0.0932, 0.6122, -3.9852], [2.6393, -0.0814, -3.7420], [1.7528, -1.4373, -3.5500], [2.8512, -1.2688, -4.9937], [1.7393, 1.6671, -5.7696], [2.1069, 0.1981, -6.7571], [-0.5709, 1.6270, -6.5636], [0.5445, 1.7098, -7.9414], [0.4095, -0.6407, -8.2686], [-1.2438, 0.0624, -8.3626], [-2.0458, 0.1846, -5.3883], [-2.8236, -1.3690, -5.5514], [-2.8451, -0.2105, -6.9587], [-1.6392, -2.3200, -8.2737], [-1.6557, -3.2910, -6.7496], [-0.1651, -2.8824, -7.5191], [0.6928, 0.9082, -3.1209], [-0.3470, 1.5240, -4.3803], [-0.6637, -0.0044, -3.4929], [-0.1957, -3.1027, -5.0367], [-2.4455, 2.1020, 0.7560], [-3.9081, 2.0798, 1.2998], [-3.9701, 2.9952, 2.5257], [-3.8371, 4.5044, 2.2419], [-4.9411, 4.8723, 1.2598], [-4.9545, 4.0527, -0.0528], [-4.8847, 2.6557, 0.3449], [-5.0162, 1.8001, -0.8097], [-6.2972, 4.2771, -0.7659], [-3.7165, 4.4882, -0.9209], [-4.3291, 0.7144, 1.7835], [-1.7404, 1.6261, 1.4454], [-2.0634, 3.0548, 0.4159], [-2.4493, 1.3515, -0.0462], [-4.8797, 2.7804, 3.0961], [-3.2046, 2.7511, 3.2730], [-2.8561, 4.7185, 1.8144], [-3.8960, 5.0413, 3.1885], [-4.7644, 5.9113, 0.9582], [-5.9618, 4.7974, 1.6397], [-6.3971, 3.6356, -1.6406], [-7.0888, 3.8901, -0.1158], [-6.5026, 5.3144, -1.0204], [-3.2335, 3.5868, -1.2898], [-3.9985, 5.1668, -1.7243], [-3.0231, 4.9951, -0.2511], [-3.5595, 0.3171, 2.4440], [-4.3992, 0.0796, 0.8912], [-5.3001, 0.6326, 2.2695], [-5.8297, 1.3368, -0.5803]],
  "forces_ev_per_angstrom": [[0.49, -0.48, 0.40], [0.84, 0.72, 0.51], [-0.92, -2.47, -0.41], [0.35, 0.63, 0.68], [0.34, 0.79, -0.89], [0.32, -0.22, -0.60], [-0.39, -0.03, -0.14], [0.05, 0.12, 0.10], [0.01, 0.07, 0.01], [-0.45, 0.28, -0.26], [0.09, 0.83, 0.07], [0.05, 0.13, -0.36], [-0.13, 0.20, 0.41], [0.02, -0.25, 0.08], [-0.20, -0.52, -0.24], [-0.16, 0.21, 0.53], [-0.32, 0.00, 0.09], [0.77, 1.94, -0.01], [-1.48, -0.26, -0.01], [0.86, 0.91, -0.86], [-0.11, 0.20, 0.99], [-0.40, -0.61, -0.74], [0.53, -0.89, 0.15], [-0.32, -0.63, 0.43], [-0.10, -0.41, 0.43], [0.02, -0.51, -0.56], [0.03, 0.02, -0.06], [-0.14, -0.16, 0.03], [-0.08, -0.01, -0.03], [0.17, 0.05, 0.00], [0.35, 0.09, 0.00], [-0.29, -0.01, 0.20], [-0.04, 0.06, 0.02], [0.20, 0.22, 0.04], [0.53, 0.29, 0.14], [-0.51, -0.47, 1.08], [0.87, -0.96, -0.82], [-0.25, 1.16, -0.28], [-0.24, -1.08, 0.76], [-0.73, 0.53, 0.25], [0.25, -0.07, -0.05], [-0.48, -0.46, -0.31], [0.21, -0.07, 0.24], [0.12, -0.15, 0.03], [-0.33, 0.04, -0.13], [-0.15, 0.50, 0.08], [0.28, 0.46, -0.12], [0.02, 0.13, 0.08], [-0.09, 0.17, -0.40], [0.22, 0.28, -0.01], [0.29, -0.05, -0.38], [0.62, 1.20, -0.51], [1.10, -1.55, 1.39], [-0.18, 0.68, -1.80], [1.13, -0.17, 0.32], [-1.29, -1.23, 0.02], [-0.71, 0.14, 0.26], [-0.48, 0.08, -0.40], [-0.17, 0.01, 0.14], [-0.02, -0.42, 0.30], [0.07, 0.05, -0.40], [-0.12, -0.31, 0.26], [-0.31, -0.19, 0.46], [-0.03, 0.43, -0.42], [-0.17, 0.72, 0.35], [0.68, 0.06, 0.37], [-0.06, 0.06, -0.47], [-0.01, 0.36, 0.03], [-0.36, 0.21, -0.09], [1.07, 0.76, -0.45], [-0.34, -1.66, 0.50], [-0.36, 0.18, 0.32], [0.30, -0.79, -1.00], [-0.11, 0.54, -0.62], [0.24, -0.08, -0.07], [0.00, 0.10, 0.26], [-0.43, -0.33, 0.07], [0.27, -0.09, 0.60], [0.02, 0.86, 0.23], [-0.24, 0.00, -0.71], [0.03, 0.15, 0.26], [-0.28, 0.32, 0.34], [0.03, 0.08, 0.26], [-0.01, -0.03, 0.17], [0.17, -0.06, 0.01], [-0.46, -0.21, 0.08], [-0.99, -0.17, -1.11], [1.65, -0.43, -0.46], [0.75, -1.57, 0.49], [1.20, 0.12, 1.14], [-1.32, 1.28, -0.53], [-0.06, -0.86, 1.24], [-0.20, -0.09, 0.04], [0.50, 0.03, 0.40], [0.35, 0.58, -0.46], [-0.37, -1.06, 1.08], [-0.13, 0.26, 0.02], [0.08, 0.01, 0.53], [0.56, -0.13, -0.14], [-0.23, 0.19, 0.60], [-0.40, 0.21, -0.34], [-0.95, 0.43, 0.17], [0.46, 1.11, -0.71], [-0.46, 0.20, -0.86], [-0.39, -0.25, 0.28], [-0.82, -0.04, -0.29], [-0.16, -0.71, 0.27], [0.50, 0.05, -0.29], [0.13, -0.03, -0.20], [0.14, 0.04, 0.26], [0.01, -0.21, -0.04], [0.34, 0.25, 0.13], [0.06, 0.04, -0.52], [0.17, 0.63, -0.49], [0.10, 0.21, -0.36], [-0.17, 0.52, 1.71], [1.25, -0.21, 0.80], [-1.07, -0.49, -0.29], [-0.79, -0.46, -0.44], [1.10, 0.73, 1.23], [-1.10, -0.06, -1.18], [0.83, 0.04, -1.63], [-0.45, 0.44, 0.18], [1.14, -0.10, 0.87], [1.16, -0.21, 0.03], [-0.28, -0.09, 0.89], [-0.04, 0.57, -0.58], [0.04, -0.69, -0.53], [-0.37, -0.20, -0.29], [0.39, -0.25, 0.26], [0.22, 0.15, 0.11], [0.07, 0.20, -0.06], [0.03, 0.17, 0.13], [-0.29, -0.44, -0.16], [0.03, -0.18, -0.15], [-0.51, 0.28, -0.17], [-0.25, 0.05, -0.17], [-0.32, -0.05, 0.15], [-0.32, -0.13, 0.13], [-0.44, 0.35, 0.11], [-0.08, -0.03, -0.22], [0.45, 0.05, -0.34], [-0.37, -0.15, -0.07], [-0.27, 0.05, -0.41], [0.24, 0.00, 0.20], [-0.56, -2.05, -0.14], [0.67, 2.46, 0.58], [0.39, 0.69, 1.16], [-0.82, -1.41, -0.25], [-0.01, 0.87, -0.70], [1.12, 0.43, 0.06], [-0.89, -1.37, 0.33], [0.21, 0.25, 0.51], [-0.11, -0.88, 0.27], [-0.70, -0.34, 0.58], [0.20, -0.92, -1.33], [-0.16, 0.42, 0.39], [-0.08, 0.10, 0.06], [0.14, 0.48, -0.49], [-0.34, 0.31, -0.35], [0.31, -0.41, -0.41], [0.05, 0.01, 0.00], [-0.23, 0.13, -0.26], [-0.38, 0.06, -0.02], [0.22, 0.03, 0.60], [0.36, 0.31, -0.30], [0.00, 0.35, 0.20], [0.19, 0.05, 0.03], [0.00, 0.17, -0.45], [0.04, -0.07, -0.07], [0.23, 0.10, -0.25], [-0.02, -0.07, 0.01], [0.21, -0.28, 0.28], [-0.01, 0.56, 0.11], [0.05, -0.08, -0.33]],
  "lowdin_charge": [-0.04, -0.45, -0.22, -0.19, -0.11, 0.03, 0.07, 0.06, 0.08, 0.13, 0.12, 0.13, 0.08, 0.09, 0.09, 0.07, 0.06, -0.07, -0.41, -0.19, -0.20, -0.09, 0.02, 0.07, 0.08, 0.05, 0.12, 0.12, 0.13, 0.07, 0.09, 0.08, 0.06, 0.07, -0.06, -0.42, -0.19, -0.19, -0.14, 0.02, 0.08, 0.08, 0.08, 0.12, 0.11, 0.13, 0.10, 0.07, 0.09, 0.07, 0.05, -0.06, -0.41, -0.19, -0.20, -0.09, 0.02, 0.07, 0.08, 0.07, 0.11, 0.12, 0.13, 0.06, 0.07, 0.09, 0.07, 0.06, -0.05, -0.43, -0.19, -0.23, -0.07, 0.04, 0.06, 0.08, 0.07, 0.12, 0.11, 0.13, 0.09, 0.08, 0.07, 0.08, 0.03, -0.05, -0.49, -0.11, -0.19, -0.15, -0.50, -0.08, -0.04, -0.01, -0.02, -0.02, 0.08, 0.07, 0.08, 0.11, 0.12, 0.09, 0.11, 0.11, 0.11, 0.07, 0.07, 0.08, 0.08, 0.08, 0.06, 0.08, 0.07, 0.09, 0.09, -0.03, -0.47, -0.12, -0.18, -0.13, -0.52, -0.10, 0.00, -0.01, -0.04, -0.03, 0.08, 0.07, 0.05, 0.12, 0.12, 0.10, 0.11, 0.12, 0.11, 0.07, 0.08, 0.08, 0.09, 0.08, 0.06, 0.06, 0.06, 0.08, 0.09, -0.01, -0.50, -0.14, -0.16, -0.13, -0.50, -0.09, -0.03, -0.04, -0.01, -0.03, 0.07, 0.06, 0.09, 0.12, 0.12, 0.09, 0.08, 0.12, 0.12, 0.08, 0.08, 0.09, 0.07, 0.08, 0.05, 0.09, 0.08, 0.09, 0.10]
}